(1)
{"formula": "C22H22NO", "method": "ωB97M-V/def2-TZVPD", "species": ["C", "O", "C", "C", "C", "C", "C", "C", "C", "H", "H", "H", "H", "H", "H", "H", "H", "H", "C", "C", "C", "C", "C", "N", "C", "C", "C", "C", "C", "C", "C", "C", "C", "H", "H", "H", "H", "H", "H", "H", "H", "H", "H", "H", "H", "H"], "coordinates": [[2.41979, -0.42004, -3.10363], [1.17681, 0.17439, -2.69277], [0.31784, -0.71426, -2.08507], [-1.11905, -0.50418, -2.48411], [-1.91624, -1.64366, -2.61024], [-3.27639, -1.51495, -2.87984], [-3.83322, -0.22930, -3.03595], [-3.00705, 0.91263, -2.95745], [-1.64780, 0.77491, -2.68740], [3.12190, 0.39849, -3.33280], [2.86257, -1.05755, -2.31708], [2.27277, -1.04434, -3.99815], [0.60269, -1.77852, -2.24324], [-1.45524, -2.62575, -2.49510], [-3.90893, -2.40538, -2.98061], [-4.90436, -0.11718, -3.22335], [-3.43147, 1.91407, -3.12289], [-0.96431, 1.62548, -2.63908], [-1.86721, -3.71361, 1.70507], [-2.34093, -2.50980, 1.16605], [-1.45345, -1.47985, 0.84936], [-0.08050, -1.69548, 0.97197], [0.83654, -0.68265, 0.39170], [0.57361, 0.66631, 0.57711], [1.47376, 1.58096, 0.70258], [1.64876, 2.46880, 1.85228], [2.53253, 3.56335, 1.72090], [2.77203, 4.41878, 2.79483], [2.15296, 4.18598, 4.03055], [1.30549, 3.07998, 4.18372], [1.04310, 2.22417, 3.10541], [0.41032, -2.89992, 1.49825], [-0.48840, -3.89616, 1.88026], [-2.57275, -4.50284, 1.97203], [-3.41175, -2.35380, 1.00792], [-1.79960, -0.51911, 0.46434], [1.89089, -1.01296, 0.38710], [0.44911, -0.64893, -0.88541], [2.23600, 1.71689, -0.09705], [3.01325, 3.72482, 0.76024], [3.43943, 5.27082, 2.66393], [2.34174, 4.86882, 4.86651], [0.84437, 2.89808, 5.15996], [0.37505, 1.36853, 3.23472], [1.48920, -3.04163, 1.59566], [-0.12382, -4.82439, 2.32877]], "forces_ev_per_a": [[0.44, 0.11, -0.03], [0.24, -0.43, 0.62], [-0.08, -0.97, -1.68], [0.33, -0.09, 0.69], [-0.20, 0.10, 0.12], [-0.31, 0.46, -0.15], [0.58, -0.09, 0.14], [-0.30, -0.13, -0.14], [0.05, -0.19, 0.11], [-0.42, -0.36, 0.08], [-0.24, 0.31, -0.12], [-0.06, 0.26, 0.23], [-0.06, 0.55, 0.01], [-0.22, 0.19, 0.02], [0.30, 0.43, 0.05], [0.42, -0.03, 0.02], [0.20, -0.59, 0.12], [-0.39, -0.14, 0.00], [0.28, 0.37, -0.27], [-0.05, 0.27, 0.19], [-0.35, -0.40, -0.01], [-0.14, 0.12, -0.71], [-0.07, 1.70, 1.41], [0.41, -1.46, 2.27], [0.88, 0.31, -0.43], [-0.26, 0.20, -0.03], [-0.19, -0.14, 0.26], [-0.09, -0.11, -0.13], [0.04, -0.17, -0.41], [-0.10, -0.19, -0.17], [-0.02, 0.33, 0.22], [-0.08, 0.05, -0.27], [-0.09, -0.03, 0.22], [0.28, 0.24, -0.07], [0.38, -0.11, 0.12], [-0.04, -0.31, 0.07], [-0.29, 0.31, -0.23], [-0.27, -0.34, -1.52], [-0.19, -0.07, 0.33], [0.00, 0.09, 0.13], [-0.19, -0.25, 0.07], [-0.11, -0.36, -0.33], [0.15, -0.01, -0.46], [0.22, 0.30, -0.11], [-0.32, -0.07, -0.01], [-0.07, 0.36, -0.22]], "nbo_charge": [-0.26, -0.50, 0.09, -0.03, -0.20, -0.21, -0.18, -0.21, -0.20, 0.21, 0.17, 0.20, 0.19, 0.22, 0.23, 0.23, 0.23, 0.23, -0.17, -0.20, -0.19, -0.05, 0.09, -0.49, 0.28, -0.10, -0.16, -0.22, -0.13, -0.22, -0.15, -0.20, -0.19, 0.24, 0.23, 0.24, 0.22, 0.14, 0.18, 0.22, 0.24, 0.24, 0.24, 0.23, 0.22, 0.23], "homo_ev": -11.9, "de_lowest_kcal_mol": 66.8, "total_charge": 1}


(2)
{"formula": "C22H22O12PdS4Se", "method": "ωB97M-V/def2-TZVPD", "species": ["Pd", "O", "S", "O", "O", "C", "C", "C", "C", "C", "C", "S", "O", "O", "O", "H", "H", "H", "H", "O", "S", "C", "C", "C", "C", "S", "O", "C", "C", "C", "C", "C", "C", "C", "C", "C", "C", "C", "C", "H", "H", "H", "H", "H", "H", "H", "H", "H", "H", "H", "H", "H", "H", "H", "H", "H", "H", "O", "Se", "O", "O", "O"], "coordinates": [[-2.42933, 1.54344, 1.74280], [0.59109, 4.27575, 0.81108], [-0.67477, 4.18009, 0.09455], [-1.14780, 5.43703, -0.44082], [-1.69068, 3.44022, 0.83166], [-0.24173, 3.22827, -1.38708], [1.03208, 3.52940, -1.86619], [1.51590, 2.98666, -3.04364], [0.71175, 2.12713, -3.77564], [-0.55094, 1.81136, -3.30325], [-1.04133, 2.33720, -2.10850], [-2.67578, 1.71590, -1.62028], [-3.53105, 2.85208, -1.41245], [-3.05123, 0.83982, -2.71920], [-2.41777, 0.90821, -0.40147], [1.64098, 4.20265, -1.27945], [2.51339, 3.23870, -3.38503], [1.06222, 1.69899, -4.70801], [-1.19501, 1.14011, -3.85203], [-1.37903, -2.64803, 0.39045], [-1.56374, -2.09559, -0.97808], [0.08845, -1.51970, -1.53847], [0.64906, -0.35496, -0.71624], [1.68065, -0.72581, 0.34501], [1.09703, -1.33240, 1.61585], [0.36342, -0.14501, 2.80235], [-0.26672, 0.96016, 1.99124], [1.90795, 0.61487, 3.32664], [2.19077, 1.91364, 2.93760], [3.38041, 2.49374, 3.36243], [4.26229, 1.78755, 4.16668], [3.95593, 0.49072, 4.56502], [2.77092, -0.09581, 4.15141], [-1.54368, -3.53282, -2.07348], [-1.76831, -3.37870, -3.43621], [-1.77582, -4.49489, -4.25788], [-1.57845, -5.76045, -3.71675], [-1.37890, -5.90590, -2.35075], [-1.36406, -4.79045, -1.52384], [-0.07154, -1.19673, -2.56768], [0.74846, -2.39126, -1.54406], [-0.16072, 0.19523, -0.24943], [1.11681, 0.34256, -1.41681], [2.24289, 0.17604, 0.60100], [2.40991, -1.42951, -0.07592], [1.85359, -1.85467, 2.20763], [0.27735, -2.01804, 1.39453], [1.49687, 2.46818, 2.31624], [3.60256, 3.50822, 3.05706], [5.18549, 2.24850, 4.49676], [4.63368, -0.05724, 5.20842], [2.51158, -1.09635, 4.47794], [-1.95114, -2.39117, -3.84431], [-1.94748, -4.37980, -5.32101], [-1.59431, -6.63237, -4.35927], [-1.24021, -6.89232, -1.92575], [-1.22147, -4.86445, -0.45237], [-4.38999, 0.59718, 5.35316], [-3.23040, 0.62597, 4.23307], [-3.75869, 0.12581, 2.71238], [-1.91684, -0.23674, 4.64060], [-2.74452, 2.17978, 3.81777]], "forces_ev_per_a": [[0.02, 0.44, -0.15], [-0.05, -0.10, 0.01], [0.38, 0.08, 0.09], [-0.07, -0.01, -0.02], [-0.15, -0.07, 0.04], [-0.06, -0.02, 0.06], [0.05, -0.01, -0.02], [0.00, 0.00, 0.02], [-0.01, 0.00, -0.01], [0.01, -0.04, -0.01], [-0.01, -0.05, 0.05], [-0.05, -0.17, -0.03], [-0.01, 0.05, 0.01], [0.03, -0.02, -0.01], [0.11, 0.04, -0.01], [0.00, 0.01, 0.01], [0.00, 0.00, 0.00], [0.00, 0.00, 0.00], [-0.02, -0.03, -0.01], [-0.03, -0.18, 0.08], [0.29, 0.05, -0.14], [-0.12, 0.09, 0.08], [0.01, 0.03, -0.11], [0.04, 0.04, 0.15], [-0.07, 0.12, 0.03], [0.19, 0.03, -0.03], [-0.18, -0.21, -0.19], [-0.07, -0.04, -0.05], [0.01, 0.03, -0.02], [0.00, 0.00, 0.00], [0.01, 0.00, 0.00], [-0.01, 0.01, 0.00], [0.01, 0.02, 0.00], [-0.11, 0.04, -0.08], [-0.02, 0.04, 0.02], [0.01, -0.03, 0.00], [0.00, 0.01, 0.02], [0.00, -0.01, -0.03], [0.03, 0.06, 0.04], [-0.06, -0.03, -0.09], [-0.01, -0.03, 0.05], [-0.15, 0.13, 0.02], [-0.02, -0.01, 0.01], [0.02, 0.03, 0.02], [-0.03, -0.01, 0.02], [-0.04, -0.01, 0.01], [0.06, -0.02, 0.02], [-0.09, 0.00, -0.05], [0.02, 0.01, 0.01], [0.00, 0.01, 0.00], [0.00, 0.00, 0.00], [-0.01, -0.01, 0.00], [-0.01, 0.02, 0.00], [0.00, 0.00, 0.00], [0.00, 0.00, 0.00], [0.00, -0.01, 0.00], [-0.01, -0.01, 0.00], [-0.15, 0.07, -0.07], [0.14, -0.12, 0.26], [0.17, -0.06, -0.01], [-0.03, -0.06, 0.11], [0.03, -0.08, -0.11]], "nbo_charge": [1.40, -1.03, 2.44, -0.99, -1.04, -0.33, -0.19, -0.23, -0.24, -0.24, -0.23, 2.42, -0.97, -1.02, -1.06, 0.24, 0.20, 0.20, 0.24, -0.99, 1.32, -0.59, -0.45, -0.40, -0.62, 1.34, -1.00, -0.15, -0.24, -0.19, -0.23, -0.22, -0.25, -0.15, -0.25, -0.22, -0.23, -0.20, -0.26, 0.23, 0.21, 0.27, 0.22, 0.22, 0.19, 0.21, 0.28, 0.29, 0.22, 0.20, 0.20, 0.21, 0.23, 0.21, 0.20, 0.20, 0.25, -1.07, 2.72, -1.09, -1.11, -1.08], "homo_ev": [-3.1, -3.7], "spin_multiplicity": 3, "total_charge": -2}


(3)
{"formula": "C22H23AsGaN2O3", "method": "ωB97M-V/def2-TZVPD", "species": ["Ga", "C", "O", "H", "H", "H", "H", "N", "C", "C", "N", "C", "H", "H", "H", "H", "O", "As", "C", "C", "C", "C", "C", "C", "C", "C", "C", "C", "C", "C", "C", "C", "C", "C", "C", "C", "H", "H", "H", "H", "H", "H", "H", "H", "H", "H", "H", "H", "H", "H", "H", "O"], "coordinates": [[-0.08180, 0.10369, -0.15598], [-2.78998, -0.54154, 0.58493], [-1.50931, -1.22478, 0.41763], [-3.53596, -1.27516, 0.88700], [-3.08558, -0.05538, -0.34227], [-2.68457, 0.18630, 1.38390], [-1.61892, -1.82532, -0.33831], [3.31122, 2.78829, 0.08871], [2.32656, 3.68090, -0.27298], [1.18020, 2.95946, -0.38245], [1.45024, 1.64360, -0.09610], [2.73431, 1.57614, 0.18864], [4.28211, 3.00280, 0.25067], [2.48585, 4.73282, -0.42911], [0.19858, 3.30317, -0.65418], [3.25910, 0.67786, 0.46296], [1.30613, -1.09197, 0.34282], [1.78223, -2.59333, -0.32008], [0.22672, -3.66866, -0.56455], [-0.08001, -4.79518, 0.18651], [-1.24440, -5.50515, -0.08322], [-2.09328, -5.09552, -1.09961], [-1.78302, -3.96987, -1.85771], [-0.62420, -3.25850, -1.59371], [3.19145, -3.13971, 0.84613], [4.21819, -2.21914, 1.02839], [5.28495, -2.52956, 1.85341], [5.33395, -3.76151, 2.49376], [4.31711, -4.68428, 2.30353], [3.24453, -4.37757, 1.47795], [2.50598, -2.24359, -2.04345], [2.92925, -3.32662, -2.81208], [3.46347, -3.10482, -4.06903], [3.57395, -1.80602, -4.55511], [3.15244, -0.73171, -3.78569], [2.61599, -0.94538, -2.52271], [0.55346, -5.12699, 0.99333], [-1.48746, -6.37921, 0.50556], [-2.99696, -5.65277, -1.30641], [-2.43995, -3.65171, -2.65641], [-0.37887, -2.39090, -2.20223], [4.19050, -1.25961, 0.52854], [6.08095, -1.81135, 1.99602], [6.16952, -4.00290, 3.13680], [4.35897, -5.64680, 2.79489], [2.47589, -5.12005, 1.33414], [2.84326, -4.34043, -2.43506], [3.79298, -3.94084, -4.67093], [3.99044, -1.63361, -5.53852], [3.23852, 0.27689, -4.16676], [2.29066, -0.09960, -1.92992], [-0.75346, 1.12941, -1.35382]], "forces_ev_per_a": [[1.22, 1.31, -1.50], [-0.45, -0.18, 0.09], [-0.61, 0.12, 0.32], [0.08, -0.06, -0.01], [0.19, 0.13, 0.03], [0.15, 0.03, -0.08], [0.07, -0.10, 0.17], [-0.06, 0.04, -0.07], [-0.23, 0.06, -0.05], [0.08, 0.26, -0.03], [0.61, -0.17, 0.96], [0.04, 0.02, 0.08], [-0.09, -0.05, -0.03], [0.20, -0.04, 0.05], [-0.05, -0.24, -0.04], [-0.01, 0.06, 0.06], [-0.29, -0.21, -0.21], [0.06, 0.93, 0.26], [0.11, -0.41, 0.00], [-0.14, 0.02, 0.06], [-0.03, 0.04, -0.04], [0.04, 0.04, 0.01], [-0.09, -0.02, 0.07], [0.19, 0.02, -0.24], [-0.15, -0.49, 0.04], [-0.01, 0.13, -0.04], [0.00, -0.03, 0.03], [-0.03, 0.01, -0.03], [0.04, 0.03, 0.00], [0.05, -0.03, -0.01], [0.06, -0.12, -0.17], [-0.02, -0.04, 0.04], [0.01, 0.04, -0.03], [-0.02, -0.01, 0.06], [0.04, -0.04, -0.04], [-0.01, 0.11, 0.07], [0.01, 0.03, 0.04], [0.02, 0.00, 0.00], [0.01, 0.00, -0.01], [0.02, 0.01, 0.00], [0.03, -0.04, -0.04], [0.00, -0.02, -0.05], [0.00, 0.00, -0.01], [0.00, 0.00, 0.00], [-0.02, 0.00, -0.01], [-0.02, -0.01, -0.04], [0.00, 0.00, -0.02], [0.00, 0.00, 0.01], [0.00, 0.00, 0.00], [-0.03, 0.00, 0.01], [-0.08, -0.03, -0.01], [-0.84, -1.08, 0.33]], "nbo_charge": [1.86, -0.27, -0.77, 0.19, 0.23, 0.21, 0.52, -0.50, -0.10, -0.05, -0.57, 0.20, 0.43, 0.24, 0.26, 0.21, -1.22, 1.99, -0.33, -0.20, -0.19, -0.17, -0.19, -0.29, -0.42, -0.13, -0.21, -0.16, -0.20, -0.18, -0.45, -0.14, -0.21, -0.17, -0.19, -0.19, 0.22, 0.24, 0.24, 0.24, 0.25, 0.21, 0.23, 0.23, 0.23, 0.21, 0.21, 0.23, 0.23, 0.23, 0.25, -1.31], "homo_ev": -10.4, "de_lowest_kcal_mol": 28.1, "total_charge": 1}


| no. | largest force on an atom (eV/Å) | molar mass (g mol⁻¹) |
| --- | --- | --- |
| 1 | 2.73 | 316.424 |
| 2 | 0.47 | 792.054 |
| 3 | 2.33 | 508.082 |